ORCA calculation (ωB97M-V with the def2-TZVPD basis set) on 6 unconnected molecules or ions with the total composition C45H85BN7O9 in a non-equilibrium geometry.

Calculated values
- strongest force on any atom (eV Å⁻¹) = 3.7
- E_HOMO (eV) = -11.13
- LUMO energy (eV) = -2.5
- total charge = +1
- spin multiplicity = 1
- gap between HOMO and LUMO (eV) = 8.63

Bonds (Å) are listed after each position.
CARTESIAN COORDINATES (ANGSTROEM)
1 C 0.602 4.171 1.608  C2 1.533, H38 1.096, H39 1.092, H40 1.097
2 C -0.402 3.609 0.596  C1 1.533, O3 1.439, H41 1.094, H42 1.108
3 O -1.597 3.075 1.195  C2 1.439, B4 1.375
4 B -1.587 1.700 1.180  O3 1.375, O5 1.384, C6 1.602
5 O -2.510 1.039 0.388  B4 1.384, H43 0.967
6 C -0.525 0.968 2.131  B4 1.602, N7 1.502, C32 1.543, H44 1.101
7 N -0.435 -0.519 1.938  C6 1.502, C8 1.489, H45 1.021, H46 1.029
8 C -0.211 -1.272 3.203  N7 1.489, C9 1.546, C19 1.546, H47 1.096
9 C 0.300 -2.692 2.865  C8 1.546, C10 1.563, H48 1.093, H49 1.096
10 C -0.475 -3.304 1.654  C9 1.563, C11 1.547, H50 1.092, H51 1.101
11 C -2.008 -3.357 1.857  C10 1.547, C12 1.542, H52 1.098, H53 1.093
12 C -2.838 -2.753 0.707  C11 1.542, C13 1.550, H54 1.106, H55 1.096
13 C -2.429 -3.236 -0.708  C12 1.550, C14 1.539, H56 1.096, H57 1.086
14 C -1.461 -2.315 -1.471  C13 1.539, O15 1.455, H58 1.098, H59 1.101
15 O -2.149 -1.555 -2.504  C14 1.455, C16 1.371
16 C -1.214 -0.788 -3.151  O15 1.371, C17 1.535, O18 1.159
17 C -0.683 0.496 -2.498  C16 1.535, H60 1.095, H61 1.105, H62 1.086
18 O -0.796 -1.080 -4.192  C16 1.159
19 C 0.628 -0.520 4.261  C8 1.546, C20 1.571, C28 1.536, O31 1.431
20 C 0.374 -1.264 5.621  C19 1.571, C21 1.552, H63 1.094, H64 1.093
21 C 1.630 -1.401 6.522  C20 1.552, C22 1.566, H65 1.092, H66 1.096
22 C 2.291 -2.800 6.281  C21 1.566, C23 1.543, H67 1.094, H68 1.096
23 C 3.834 -2.806 6.237  C22 1.543, O24 1.441, H69 1.096, H70 1.095
24 O 4.245 -3.809 5.287  C23 1.441, C25 1.354
25 C 4.719 -3.308 4.122  O24 1.354, C26 1.532, O27 1.167
26 C 5.887 -2.317 4.073  C25 1.532, H71 1.095, H72 1.088, H73 1.094
27 O 4.266 -3.661 3.106  C25 1.167
28 C 2.107 -0.535 3.849  C19 1.536, O29 1.424, H74 1.095, H75 1.095
29 O 2.297 -0.098 2.506  C28 1.424, O30 1.404
30 O 3.026 -1.083 1.822  O29 1.404, H76 0.969
31 O 0.265 0.847 4.481  C19 1.431, C32 1.412
32 C -0.718 1.367 3.609  C6 1.543, O31 1.412, C33 1.566, H77 1.096
33 C -2.184 1.149 4.114  C32 1.566, C34 1.533, H78 1.098, H79 1.102
34 C -2.994 2.449 4.157  C33 1.533, C35 1.551, H80 1.096, H81 1.098
35 C -2.417 3.521 5.118  C34 1.551, C36 1.551, H82 1.093, H83 1.098
36 C -2.441 4.917 4.442  C35 1.551, N37 1.486, H84 1.102, H85 1.096
37 N -1.267 5.747 4.817  C36 1.486, H86 1.014, H87 1.015
38 H 0.139 4.518 2.538  C1 1.096
39 H 1.187 4.975 1.156  C1 1.092
40 H 1.326 3.395 1.888  C1 1.097
41 H -0.634 4.355 -0.169  C2 1.094
42 H 0.095 2.776 0.060  C2 1.108
43 H -2.089 0.492 -0.289  O5 0.967
44 H 0.459 1.370 1.841  C6 1.101
45 H 0.264 -0.711 1.220  N7 1.021
46 H -1.342 -0.833 1.569  N7 1.029
47 H -1.204 -1.431 3.639  C8 1.096
48 H 0.167 -3.374 3.709  C9 1.093
49 H 1.360 -2.719 2.586  C9 1.096
50 H -0.034 -4.283 1.455  C10 1.092
51 H -0.196 -2.680 0.790  C10 1.101
52 H -2.299 -2.950 2.834  C11 1.098
53 H -2.278 -4.416 1.907  C11 1.093
54 H -2.885 -1.647 0.702  C12 1.106
55 H -3.872 -3.083 0.863  C12 1.096
56 H -3.331 -3.421 -1.303  C13 1.096
57 H -1.954 -4.209 -0.614  C13 1.086
58 H -0.726 -2.953 -1.980  C14 1.098
59 H -0.971 -1.606 -0.788  C14 1.101
60 H -1.486 1.150 -2.140  C17 1.095
61 H -0.108 0.191 -1.605  C17 1.105
62 H 0.027 0.998 -3.148  C17 1.086
63 H -0.351 -0.644 6.158  C20 1.094
64 H -0.065 -2.251 5.463  C20 1.093
65 H 2.323 -0.558 6.463  C21 1.092
66 H 1.262 -1.414 7.555  C21 1.096
67 H 1.838 -3.258 5.397  C22 1.094
68 H 2.000 -3.444 7.118  C22 1.096
69 H 4.190 -3.154 7.213  C23 1.096
70 H 4.278 -1.818 6.078  C23 1.095
71 H 6.128 -1.928 5.067  C26 1.095
72 H 6.758 -2.766 3.601  C26 1.088
73 H 5.531 -1.468 3.482  C26 1.094
74 H 2.676 0.140 4.496  C28 1.095
75 H 2.510 -1.551 3.924  C28 1.095
76 H 3.146 -0.733 0.927  O30 0.969
77 H -0.584 2.454 3.619  C32 1.096
78 H -2.123 0.762 5.140  C33 1.098
79 H -2.658 0.357 3.512  C33 1.102
80 H -3.168 2.873 3.162  C34 1.096
81 H -3.996 2.185 4.520  C34 1.098
82 H -3.025 3.589 6.025  C35 1.093
83 H -1.389 3.284 5.422  C35 1.098
84 H -2.414 4.820 3.345  C36 1.102
85 H -3.374 5.451 4.656  C36 1.096
86 H -0.926 6.191 3.971  N37 1.014
87 H -0.502 5.147 5.113  N37 1.015
88 C -1.244 -7.954 -2.597  C89 1.525, H93 1.092, H94 1.090, H95 1.093
89 C -2.706 -8.339 -2.403  C88 1.525, C90 1.532, H96 1.092, H97 1.091
90 C -3.588 -7.149 -2.009  C89 1.532, C91 1.470, H98 1.090, H99 1.092
91 C -3.127 -6.566 -0.741  C90 1.470, N92 1.138
92 N -2.769 -6.075 0.221  C91 1.138
93 H -0.802 -7.577 -1.673  C88 1.092
94 H -0.660 -8.821 -2.906  C88 1.090
95 H -1.141 -7.185 -3.367  C88 1.093
96 H -2.772 -9.115 -1.638  C89 1.092
97 H -3.089 -8.768 -3.330  C89 1.091
98 H -4.624 -7.468 -1.896  C90 1.090
99 H -3.554 -6.377 -2.781  C90 1.092
100 C 4.178 6.208 -2.473  C101 1.524, H105 1.092, H106 1.090, H107 1.093
101 C 3.337 5.205 -3.254  C100 1.524, C102 1.533, H108 1.092, H109 1.091
102 C 2.185 4.619 -2.430  C101 1.533, C103 1.474, H110 1.091, H111 1.092
103 C 2.705 3.905 -1.250  C102 1.474, N104 1.138
104 N 3.106 3.356 -0.337  C103 1.138
105 H 4.664 5.742 -1.613  C100 1.092
106 H 4.963 6.617 -3.109  C100 1.090
107 H 3.565 7.038 -2.114  C100 1.093
108 H 3.982 4.398 -3.608  C101 1.092
109 H 2.925 5.696 -4.137  C101 1.091
110 H 1.605 3.920 -3.034  C102 1.091
111 H 1.514 5.412 -2.094  C102 1.092
112 C -6.661 -1.988 -5.434  C113 1.525, H117 1.091, H118 1.090, H119 1.093
113 C -6.181 -0.944 -4.432  C112 1.525, C114 1.532, H120 1.092, H121 1.092
114 C -5.318 -1.544 -3.317  C113 1.532, C115 1.473, H122 1.091, H123 1.091
115 C -6.082 -2.544 -2.552  C114 1.473, N116 1.138
116 N -6.671 -3.318 -1.962  C115 1.138
117 H -7.300 -2.735 -4.960  C112 1.091
118 H -7.245 -1.516 -6.224  C112 1.090
119 H -5.817 -2.504 -5.898  C112 1.093
120 H -7.048 -0.442 -3.996  C113 1.092
121 H -5.600 -0.183 -4.958  C113 1.092
122 H -4.987 -0.761 -2.633  C114 1.091
123 H -4.431 -2.024 -3.733  C114 1.091
124 C 7.355 10.149 -2.006  C125 1.525, H129 1.091, H130 1.090, H131 1.092
125 C 8.412 9.059 -2.147  C124 1.525, C126 1.532, H132 1.092, H133 1.092
126 C 8.703 8.695 -3.607  C125 1.532, C127 1.473, H134 1.090, H135 1.091
127 C 7.485 8.190 -4.263  C126 1.473, N128 1.137
128 N 6.541 7.800 -4.764  C127 1.137
129 H 6.392 9.828 -2.408  C124 1.091
130 H 7.202 10.396 -0.955  C124 1.090
131 H 7.657 11.059 -2.527  C124 1.092
132 H 8.083 8.169 -1.605  C125 1.092
133 H 9.338 9.396 -1.677  C125 1.092
134 H 9.472 7.925 -3.658  C126 1.090
135 H 9.061 9.568 -4.155  C126 1.091
136 C -3.091 -3.849 -8.740  C137 1.525, H141 1.091, H142 1.090, H143 1.092
137 C -2.627 -2.978 -7.578  C136 1.525, C138 1.532, H144 1.093, H145 1.092
138 C -1.937 -3.779 -6.469  C137 1.532, C139 1.474, H146 1.092, H147 1.091
139 C -2.861 -4.780 -5.905  C138 1.474, N140 1.138
140 N -3.579 -5.548 -5.469  C139 1.138
141 H -3.837 -4.579 -8.421  C136 1.091
142 H -3.548 -3.236 -9.516  C136 1.090
143 H -2.252 -4.389 -9.184  C136 1.092
144 H -3.487 -2.445 -7.165  C137 1.093
145 H -1.932 -2.223 -7.951  C137 1.092
146 H -1.611 -3.113 -5.668  C138 1.092
147 H -1.058 -4.293 -6.859  C138 1.091

ORCA calculation (ωB97M-V with the def2-TZVPD basis set) on C16H15NO3 in the gas phase.

Calculated values
- strongest force on any atom (eV Å⁻¹) = 0.7
- E_HOMO (eV) = -9.13
- LUMO energy (eV) = 0.4
- spin multiplicity = 1
- SMILES = CC(=O)N(Cc1ccccc1)c1ccccc1C(=O)O
- gap between HOMO and LUMO (eV) = 9.50

Bonds (Å) are listed after each position.
CARTESIAN COORDINATES (ANGSTROEM)
1 C -2.385 -2.063 1.196  C2 1.511, H33 1.087, H34 1.086, H35 1.088
2 C -1.263 -2.314 0.215  C1 1.511, O3 1.213, N4 1.360
3 O -0.790 -3.411 0.009  C2 1.213
4 N -0.834 -1.209 -0.451  C2 1.360, C5 1.415, C19 1.461
5 C -1.340 0.097 -0.247  N4 1.415, C6 1.391, C10 1.400
6 C -2.384 0.538 -1.053  C5 1.391, C7 1.383, H18 1.080
7 C -2.858 1.833 -0.955  C6 1.383, C8 1.386, H17 1.080
8 C -2.274 2.719 -0.063  C7 1.386, C9 1.381, H16 1.079
9 C -1.226 2.298 0.732  C8 1.381, C10 1.394, H15 1.079
10 C -0.757 0.987 0.662  C5 1.400, C9 1.394, C11 1.486
11 C 0.371 0.628 1.559  C10 1.486, O12 1.205, O13 1.338
12 O 1.212 1.409 1.923  C11 1.205
13 O 0.340 -0.641 1.981  C11 1.338, H14 0.970
14 H 1.110 -0.829 2.539  O13 0.970
15 H -0.747 2.973 1.425  C9 1.079
16 H -2.632 3.734 0.007  C8 1.079
17 H -3.676 2.154 -1.582  C7 1.080
18 H -2.818 -0.152 -1.762  C6 1.080
19 C 0.218 -1.321 -1.458  N4 1.461, C20 1.504, H31 1.096, H32 1.093
20 C 1.466 -0.611 -1.010  C19 1.504, C21 1.389, C25 1.390
21 C 1.690 0.715 -1.355  C20 1.389, C22 1.384, H30 1.082
22 C 2.807 1.383 -0.883  C21 1.384, C23 1.384, H29 1.080
23 C 3.706 0.731 -0.057  C22 1.384, C24 1.385, H28 1.079
24 C 3.490 -0.593 0.289  C23 1.385, C25 1.383, H27 1.081
25 C 2.376 -1.261 -0.185  C20 1.390, C24 1.383, H26 1.081
26 H 2.195 -2.291 0.090  C25 1.081
27 H 4.192 -1.104 0.933  C24 1.081
28 H 4.571 1.255 0.320  C23 1.079
29 H 2.969 2.415 -1.152  C22 1.080
30 H 0.985 1.229 -1.994  C21 1.082
31 H -0.149 -0.896 -2.399  C19 1.096
32 H 0.401 -2.391 -1.582  C19 1.093
33 H -2.045 -1.393 1.981  C1 1.087
34 H -2.685 -3.011 1.634  C1 1.086
35 H -3.236 -1.608 0.693  C1 1.088

ORCA calculation (ωB97M-V with the def2-TZVPD basis set) on a gas-phase ion, C11H12ClO2 (charge +1) in a non-equilibrium geometry.

Calculated values
- strongest force on any atom (eV Å⁻¹) = 5.5
- E_HOMO (eV) = -12.33
- LUMO energy (eV) = -5.3
- total charge = +1
- spin multiplicity = 1
- gap between HOMO and LUMO (eV) = 7.05

Bonds (Å) are listed after each position.
CARTESIAN COORDINATES (ANGSTROEM)
1 C -4.157 1.257 0.418  C2 1.404, C3 1.365, H15 1.013
2 C -4.157 0.152 -0.448  C1 1.404, C4 1.337, H16 1.042
3 C -3.031 1.990 0.662  C1 1.365, C5 1.420, H17 1.109
4 C -3.017 -0.316 -0.966  C2 1.337, C6 1.441, H18 1.143
5 C -1.799 1.603 0.071  C3 1.420, C6 1.420, O12 1.340
6 C -1.815 0.449 -0.757  C4 1.441, C5 1.420, O13 1.345
7 C 0.518 1.861 0.393  C10 1.452, O12 1.301, Cl14 1.638
8 C 2.795 0.553 -1.122  C11 1.450, H19 1.109, H20 1.111, H21 1.042
9 C 2.449 -1.381 0.339  C11 1.419, H22 1.113, H23 1.101, H24 1.099
10 C 0.938 0.478 0.524  C7 1.452, C11 1.375, H25 0.980
11 C 2.087 -0.055 -0.013  C8 1.450, C9 1.419, C10 1.375
12 O -0.695 2.325 0.309  C5 1.340, C7 1.301
13 O -0.735 -0.004 -1.418  C6 1.345, H26 0.892
14 Cl 1.593 3.092 0.282  C7 1.638
15 H -5.046 1.554 0.804  C1 1.013
16 H -5.051 -0.245 -0.810  C2 1.042
17 H -2.818 2.929 1.211  C3 1.109
18 H -3.001 -1.225 -1.659  C4 1.143
19 H 2.135 0.954 -1.918  C8 1.109
20 H 3.645 -0.064 -1.484  C8 1.111
21 H 3.272 1.409 -0.768  C8 1.042
22 H 3.438 -1.492 0.836  C9 1.113
23 H 2.644 -1.997 -0.553  C9 1.101
24 H 1.770 -1.884 1.041  C9 1.099
25 H 0.327 -0.111 1.014  C10 0.980
26 H -1.130 -0.521 -2.028  O13 0.892